82
Properties=species:S:1:pos:R:3 method="wB97M-V/def2-TZVPD" multiplicity=1 charge=+2
Pb 0.94368 0.93684 0.34680
C -3.68612 -1.25716 2.46510
C -3.07672 0.08914 2.85350
C -3.91362 1.26774 2.30180
C -4.10932 1.39954 0.77270
C -4.30212 2.86614 0.40050
C -5.30512 0.59244 0.28200
N -2.81352 0.93274 0.12730
C -2.78322 0.55424 -1.29920
C -1.60912 1.15184 -2.09150
N -0.21552 0.61724 -2.00320
C 0.57678 1.57014 -2.83520
C 2.04698 1.17174 -2.94900
O 2.56808 0.55564 -3.81070
O 2.64578 1.64364 -1.82660
C 0.02198 -0.77156 -2.57860
C -1.19792 -1.61946 -2.92490
C 1.08458 -1.54866 -1.76630
C 0.75378 -2.26606 -0.43150
C 2.07788 -2.47766 0.31360
C 0.10578 -3.63286 -0.68040
N -0.12102 -1.36446 0.37580
C -0.65412 -1.95256 1.62660
C -0.81382 -0.94856 2.78010
N -1.64022 0.22434 2.48050
C -1.10692 1.45994 3.07430
C -1.15892 2.65284 2.10240
O -1.54842 3.73634 2.42300
O -0.78232 2.34084 0.87140
H -4.74872 -1.23546 2.68960
H -3.26262 -2.06866 3.04830
H -3.57492 -1.49076 1.40890
H -3.15812 0.16004 3.95050
H -3.49142 2.19794 2.67770
H -4.90022 1.19314 2.76140
H -5.19112 3.26024 0.88430
H -4.43152 2.98404 -0.67200
H -3.46162 3.47684 0.72440
H -6.17372 0.85434 0.87910
H -5.16562 -0.47796 0.36720
H -5.55862 0.82974 -0.74670
H -2.10962 1.71454 0.29490
H -2.43162 0.19894 0.75090
H -3.67582 0.96724 -1.77530
H -2.85562 -0.52776 -1.38090
H -1.54452 2.19944 -1.78550
H -1.90612 1.13504 -3.14740
H 0.52458 2.56404 -2.38980
H 0.18688 1.60824 -3.86180
H 0.49638 -0.60796 -3.55300
H -1.74542 -1.99536 -2.06860
H -0.83602 -2.48246 -3.47910
H -1.88082 -1.08786 -3.58120
H 1.91278 -0.86546 -1.56700
H 1.48538 -2.30906 -2.43810
H 2.80918 -2.92766 -0.35160
H 1.96348 -3.14676 1.16140
H 2.48298 -1.53236 0.67560
H 0.72208 -4.20256 -1.36920
H -0.88482 -3.55576 -1.11380
H 0.02888 -4.20966 0.23670
H -0.91402 -1.15126 -0.21830
H 0.04508 -2.70406 1.98640
H -1.59712 -2.46166 1.42500
H 0.19198 -0.60636 3.03630
H -1.18392 -1.49796 3.65330
H -0.04812 1.33164 3.31540
H -1.62522 1.73684 3.99970
Br 8.74538 -1.02966 -2.74170
C 7.82528 -0.19056 -1.30940
C 8.51468 0.14654 -0.14840
C 7.84488 0.75284 0.90200
C 6.48448 0.98614 0.82750
C 5.80188 0.66234 -0.34980
C 6.47268 0.08744 -1.43030
C 4.37408 0.95164 -0.42220
O 3.57738 0.88974 0.49560
O 4.02808 1.29914 -1.67430
H 9.56928 -0.06696 -0.07230
H 8.39218 1.04774 1.78170
H 5.94898 1.43854 1.64600
H 5.94058 -0.16696 -2.33220

---

89
Properties=species:S:1:pos:R:3 method="wB97M-V/def2-TZVPD" multiplicity=1 charge=0
C 3.61086 -0.00814 1.06000
C 3.77179 0.62565 -0.38818
C 3.23989 -0.33275 -1.53426
C 1.90630 -1.08455 -1.14378
C 0.67836 -0.26643 -1.04374
C 0.75034 1.27105 -1.27476
O 0.81113 1.97559 -0.28794
O 0.69931 1.89135 -2.51393
C 1.86077 2.71732 -2.77445
C 1.73079 4.21593 -2.26208
C 3.09436 4.72742 -1.60505
O 1.44828 5.11467 -3.35292
C -0.59287 -0.98263 -0.71772
C -1.86222 -0.06424 -0.67288
C -2.04310 0.67310 0.73055
C -3.24506 1.72026 0.58763
C -0.60768 -2.45126 -0.46511
C -1.98427 -3.05123 -0.09569
F -2.63484 -2.35941 0.92228
F -2.04658 -4.35284 0.25338
F -2.80156 -2.90866 -1.22318
N 0.58383 -3.12257 -0.58850
C 0.64779 -4.60598 -0.40343
O 1.06841 -5.05127 0.67057
O 0.26319 -5.41041 -1.33369
C 1.80365 -2.52790 -0.88879
C 3.13648 -3.36906 -0.97036
N 3.43037 -3.80753 -2.37315
H 4.37500 0.41519 1.77667
H 2.58479 0.22737 1.44753
H 3.78265 -1.11778 0.99334
H 4.87538 0.76732 -0.56638
H 3.28450 1.64308 -0.39606
H 2.97313 0.25711 -2.46571
H 4.06485 -1.02443 -1.83992
H 1.98272 2.73747 -3.90096
H 2.82429 2.31328 -2.37006
H 0.94372 4.30481 -1.46304
H 2.90240 5.16657 -0.58187
H 3.55768 5.49743 -2.28601
H 3.85679 3.91276 -1.47435
H 0.90350 4.66197 -4.02332
H -2.82138 -0.58430 -0.91840
H -1.74117 0.74950 -1.45443
H -1.12584 1.28616 0.95195
H -2.22864 -0.05114 1.57556
H -2.87103 2.71234 0.20135
H -3.71676 1.83956 1.59845
H -3.95985 1.30959 -0.17637
H 3.17121 -4.20261 -0.22403
H 3.98296 -2.66665 -0.68636
H 4.45016 -3.90179 -2.48578
H 3.20459 -2.98505 -2.95064
C 1.63967 2.41559 2.62766
O 1.04982 3.37231 3.50804
C 1.47434 4.62807 3.31800
O 2.27972 4.98510 2.49610
O 0.84869 5.41855 4.20081
C 1.20939 6.79680 4.11171
H 1.22295 1.43891 2.87256
H 1.39495 2.64742 1.59054
H 2.72119 2.37566 2.77014
H 0.94849 7.20068 3.13261
H 2.27315 6.93028 4.31274
H 0.64331 7.33511 4.87028
C -7.50196 5.08120 3.91738
O -6.10695 4.94436 3.64939
C -5.40286 4.41861 4.66020
O -5.84492 4.07166 5.72463
O -4.12130 4.34652 4.27905
C -3.24642 3.80012 5.26627
H -7.96656 5.51473 3.03310
H -7.95546 4.10713 4.10555
H -7.66800 5.75245 4.76102
H -3.53078 2.77490 5.50759
H -3.24293 4.42019 6.16362
H -2.23925 3.78967 4.85122
C -0.89142 -7.50004 -2.66782
O -0.41160 -8.81600 -2.97532
C -0.73739 -9.25060 -4.19334
O -1.37685 -8.64586 -5.01730
O -0.22815 -10.48437 -4.34531
C -0.50178 -11.07651 -5.61222
H -0.56917 -7.25575 -1.66192
H -0.46848 -6.76663 -3.35279
H -1.98274 -7.47326 -2.69860
H -0.06305 -10.48479 -6.41711
H -1.57673 -11.19043 -5.76041
H -0.04425 -12.06502 -5.62003

---

82
Properties=species:S:1:pos:R:3 method="wB97M-V/def2-TZVPD" multiplicity=1 e_above_lowest_kj_mol=120.70 charge=+2
Ta -0.69168 0.13584 -0.12612
C -2.63407 -1.56885 3.26148
C -2.72167 -0.72101 2.04738
O -1.65402 -0.85072 1.20809
C -3.76257 0.05201 1.67547
C -3.60651 0.64888 0.37504
C -4.53223 0.29256 -0.73112
N -2.54022 1.38808 0.13754
N -2.05278 2.12282 1.22648
C -0.83128 2.51018 1.07347
O -0.04907 1.91539 0.11873
C -0.22300 3.56794 1.87461
C -0.94227 4.12080 2.93680
C -0.38189 5.13719 3.68892
C 0.88884 5.61154 3.37939
C 1.59748 5.07120 2.31461
C 1.04705 4.04789 1.56021
H -2.44568 -2.60726 2.98710
H -3.54808 -1.51117 3.84690
H -1.80345 -1.22097 3.88038
H -4.70211 -0.00018 2.20643
H -4.78129 -0.76783 -0.71764
H -4.15695 0.59465 -1.70441
H -5.46533 0.83905 -0.55054
H -1.93378 3.75192 3.16152
H -0.93679 5.56826 4.51086
H 1.32161 6.41257 3.96358
H 2.57688 5.45637 2.06481
H 1.59291 3.63590 0.72198
C 2.26158 0.96443 -2.06942
Si 2.01721 -0.89573 -2.09885
C 3.25904 -1.71123 -0.95885
C 2.43571 -1.52621 -3.81280
C 0.13044 -1.17913 -1.71189
C -0.61787 -0.41609 -2.76072
C -0.61978 -0.48016 -4.15120
C -1.33925 0.46931 -4.85109
C -2.03852 1.47615 -4.17855
C -2.02500 1.47831 -2.80967
N -1.35183 0.52257 -2.13619
Si -0.42831 -3.04168 -1.74538
C 0.94591 -4.19520 -1.22091
C -1.94231 -3.27640 -0.65591
C -0.96354 -3.53047 -3.47022
H 1.56978 1.47590 -2.74512
H 3.27077 1.19188 -2.42230
H 2.16563 1.42220 -1.08204
H 4.22696 -1.26770 -1.21147
H 3.34497 -2.78022 -1.15094
H 3.10459 -1.57133 0.10727
H 3.52350 -1.60947 -3.88084
H 2.12415 -0.84890 -4.60740
H 2.03243 -2.51962 -4.01959
H -0.06519 -1.24506 -4.66719
H -1.34901 0.44389 -5.93321
H -2.57793 2.23936 -4.71977
H -2.53161 2.22301 -2.21282
H 1.42674 -3.95561 -0.27389
H 1.72355 -4.24604 -1.98505
H 0.52601 -5.20036 -1.13027
H -1.72911 -3.28475 0.41248
H -2.38763 -4.24141 -0.90961
H -2.71044 -2.51872 -0.84448
H -0.17512 -3.44384 -4.21882
H -1.83893 -2.98337 -3.82351
H -1.24480 -4.58630 -3.42823
C 4.48156 -0.25953 2.38717
O 3.04978 -0.28645 2.64381
P 2.07842 0.73573 1.89309
O 1.05618 -0.43535 1.03691
C 0.97417 -1.75293 1.67707
O 0.94606 0.93816 3.01594
C 1.27374 1.63648 4.24182
H 4.81722 -1.29197 2.39071
H 4.96656 0.29294 3.18677
H 4.69729 0.19883 1.42318
H 1.97397 -2.15401 1.79473
H 0.39112 -2.39783 1.03047
H 0.49118 -1.64404 2.64385
H 0.35554 2.09770 4.59038
H 2.01716 2.41485 4.06038
H 1.64920 0.92231 4.97022

---

Calculated total energy for every record listed, in sequence, given in eV: -122217.011 -68490.419 -69990.942.
HOMO level for every record listed, in sequence, given in eV: -13.478 -8.878 -14.036.